11
Properties=species:S:1:pos:R:3:forces:R:3:nbo_charge:R:1 method="wB97M-V/def2-TZVPD" lumo_ev="0.775 / -1.798" spin_multiplicity=3 gap_ev="8.840 / 9.329" total_energy_ha=-1038.1091 mol_weight_g_mol=112.99 e_homo_ev="-8.066 / -11.127" de_lowest_kcal_mol=0.00
C 2.222624 -0.391439 0.088366 -1.544 -2.847 -2.588 -0.845
C -1.562198 0.715658 -0.053657 -0.126 3.063 0.152 -0.480
C -1.397696 -0.666927 -0.008224 -1.246 -1.796 0.149 0.005
Cl -3.327037 1.461211 0.003871 1.763 -0.805 0.413 -0.104
Cl -2.711783 -1.625336 -0.010387 -0.342 -1.683 -0.114 0.114
H 2.898680 -0.564676 -0.797116 -0.986 0.227 0.651 0.216
H 1.150512 -0.855845 -0.101382 2.084 1.249 0.005 0.207
H 2.194901 0.625331 0.305536 -0.143 1.612 0.653 0.209
H -0.872006 1.138669 0.649836 -0.295 0.811 1.256 0.235
H -1.200307 1.189577 -0.916252 0.228 0.404 -1.855 0.227
H 2.604314 -1.026221 0.839411 0.607 -0.235 1.280 0.216

10
Properties=species:S:1:pos:R:3:forces:R:3:nbo_charge:R:1 method="wB97M-V/def2-TZVPD" lumo_ev=0.248 spin_multiplicity=1 gap_ev=8.926 smiles="NC1=C[C@@H]1N=O" total_energy_ha=-301.3007 mol_weight_g_mol=84.08 e_homo_ev=-8.678 de_lowest_kcal_mol=117.02
N 1.531535 -0.374935 -0.622703 -0.027 0.033 -0.038 -0.805
C 0.306721 0.172103 -0.368677 -0.272 0.175 -0.010 0.223
C -0.554261 1.142139 -0.304440 0.267 -0.011 -0.045 -0.255
C -1.090191 -0.222758 -0.027852 -0.063 -0.222 -0.096 -0.212
N -1.317091 -0.707973 1.347106 0.527 0.101 0.264 0.147
O -0.283841 -0.801085 1.965895 -0.567 0.082 -0.118 -0.310
H 1.873191 -0.954113 0.134337 -0.118 -0.057 -0.230 0.402
H 2.234724 0.260383 -0.971936 -0.087 0.072 0.149 0.386
H -0.866566 2.161437 -0.459049 0.076 -0.130 0.059 0.235
H -1.834217 -0.675194 -0.692684 0.264 -0.042 0.066 0.189